The following is a DFT calculation (the ωB97M-V functional and the def2-TZVPD basis) of a molecular structure, C23H26N3SiTc.

```
! RIJCOSX wB97M-V def2-TZVPD def2/J DEFGRID3
* xyz 1 2
Tc -0.4687 0.6961 0.1416
C 0.2065 -1.5440 5.1633
C 0.0255 -2.0785 3.8954
C 0.2358 -1.2872 2.7786
C 0.6358 0.0341 2.9463
C 0.8234 0.5793 4.2117
C 0.6046 -0.2210 5.3185
N 0.8268 0.8088 1.7680
N 1.6712 1.7422 1.8058
C 1.7146 2.4490 0.6170
C 2.6520 3.4633 0.4456
C 2.7081 4.1113 -0.7746
C 1.8484 3.7445 -1.8117
C 0.9122 2.7374 -1.6399
C 0.8143 2.0868 -0.4103
H 0.0373 -2.1599 6.0360
H -0.2705 -3.1117 3.7770
H 0.1389 -1.7012 1.7799
H 1.1252 1.6120 4.3140
H 0.7390 0.1894 6.3099
H 3.3193 3.7170 1.2583
H 3.4313 4.8995 -0.9321
H 1.9181 4.2503 -2.7656
H 0.2592 2.4574 -2.4569
C 2.5020 -4.0334 -1.4290
Si 1.3607 -3.1091 -2.5755
C -0.1217 -4.1206 -3.0721
C 2.2521 -2.3771 -4.0392
C 0.7091 -1.6466 -1.5912
C 0.2925 -0.6804 -0.9540
H 2.9326 -4.8951 -1.9433
H 1.9698 -4.4019 -0.5507
H 3.3239 -3.4003 -1.0923
H 0.1937 -4.9873 -3.6566
H -0.8128 -3.5387 -3.6836
H -0.6634 -4.4874 -2.1988
H 2.6589 -3.1760 -4.6634
H 3.0827 -1.7445 -3.7242
H 1.5794 -1.7811 -4.6573
C -2.8851 -1.1586 0.2529
C -3.2688 0.2711 0.0571
C -4.4722 0.8781 0.0651
C -4.2591 2.2791 -0.1787
C -2.9309 2.4940 -0.3231
C -2.2002 3.7648 -0.5896
N -2.2758 1.2545 -0.1945
H -3.7474 -1.7276 0.5946
H -2.1166 -1.2802 1.0317
H -2.5119 -1.6156 -0.6654
H -5.4202 0.3898 0.2239
H -5.0214 3.0394 -0.2371
H -2.9069 4.5918 -0.5719
H -1.7198 3.7571 -1.5693
H -1.4312 3.9671 0.1597
*
```

The orbital gap (spin up / spin down) comes out at 5.300 / 5.431 eV.

The following is a DFT calculation (the ωB97M-V functional and the def2-TZVPD basis) of 2 unconnected molecules or ions with the total composition C5H10N2O in a non-equilibrium geometry.

```
! RIJCOSX wB97M-V def2-TZVPD def2/J DEFGRID3
* xyz 0 1
C 2.9264 -0.7725 -0.3082
C 2.1952 -1.8309 0.5125
C 2.2897 0.5738 -0.1447
O 2.8728 1.6127 0.0086
H 1.1846 0.5350 -0.1845
H 2.8460 -1.0242 -1.3701
H 3.9850 -0.7190 -0.0474
H 2.5929 -2.8190 0.2955
H 1.1339 -1.8179 0.2782
H 2.3168 -1.6367 1.5756
C -3.8993 1.2443 -0.3493
N -2.6976 1.1272 0.4502
C -1.7552 0.2757 0.1222
N -0.9524 -0.5091 -0.1212
H -2.3933 1.9631 0.9298
H -4.1458 0.2669 -0.7609
H -3.7815 1.9540 -1.1755
H -4.7181 1.5766 0.2893
*
```

The orbital gap comes out at 9.757 eV. As for the structure (SMILES): CCC=O.CNC#N.

The following is a DFT calculation (the ωB97M-V functional and the def2-TZVPD basis) of a gas-phase ion, C4H8NO2S (charge -1) in a non-equilibrium geometry.

```
! RIJCOSX wB97M-V def2-TZVPD def2/J DEFGRID3
* xyz -1 1
C 0.7888 -1.0487 0.2727
N 1.0438 -0.6592 -1.0967
C -0.0761 -0.4953 -2.0133
O -1.0173 -1.3034 -1.8539
O 0.0359 0.4640 -2.7971
C -0.5655 -0.5686 0.8547
C -0.7645 0.9153 0.7031
S 0.3826 1.8352 1.8037
H 1.5806 -0.6124 0.8916
H 0.8103 -2.1321 0.3875
H 1.6245 0.1630 -1.1576
H -0.5310 -0.8460 1.9194
H -1.3392 -1.1253 0.3261
H -1.7819 1.2110 0.9266
H -0.5440 1.2449 -0.3048
H 0.3530 2.9575 1.1379
*
```

The orbital gap comes out at 7.260 eV. As for the structure (SMILES): O=C([O-])NCCCS.

The following is a DFT calculation (the ωB97M-V functional and the def2-TZVPD basis) of a molecular structure, C21H32N4SSn in a non-equilibrium geometry.

```
! RIJCOSX wB97M-V def2-TZVPD def2/J DEFGRID3
* xyz 0 1
Sn 9.3555 7.8489 9.0883
C 9.2033 4.9441 10.2739
C 8.3319 5.7254 11.2587
N 7.6595 6.8465 10.5838
C 6.4915 6.4684 9.7403
C 6.7701 6.0983 8.3083
C 5.8388 5.4229 7.5523
C 6.1510 4.9480 6.2922
C 7.4899 5.1649 5.7667
C 8.4426 5.9580 6.6689
C 9.5654 6.7134 6.0891
N 10.5358 7.1827 7.1115
C 11.6038 6.1921 7.6035
C 11.1852 5.1960 8.6582
N 10.3073 5.8375 9.7258
N 7.8970 6.6344 7.7547
H 8.5861 4.5524 9.4925
H 9.6551 4.0575 10.7444
H 8.9661 6.1748 12.0378
H 7.6172 5.0710 11.7241
H 7.3804 7.5965 11.2275
H 5.7953 7.3281 9.7058
H 5.9045 5.6099 10.1993
H 4.8977 5.2397 8.0178
H 5.3861 4.4587 5.6734
H 7.5751 5.3125 4.6821
H 9.1351 7.5972 5.6080
H 9.9952 6.0379 5.3265
H 11.1065 7.9644 6.7861
H 12.3775 6.8267 7.9893
H 11.9207 5.5947 6.7304
H 12.0643 4.7314 9.1228
H 10.5220 4.4258 8.1938
H 10.9475 6.0461 10.5347
C 10.0392 13.1981 11.7227
C 9.0874 12.0246 11.6244
C 8.6642 11.4919 13.0482
C 7.8561 12.3517 10.8081
C 7.9596 12.9572 9.5628
C 6.8213 13.1809 8.8020
C 5.5427 12.9577 9.3743
C 4.2488 13.3651 8.6690
C 5.4479 12.2659 10.5663
C 6.6092 11.9501 11.2514
H 10.7301 13.1396 12.5634
H 9.3770 14.0645 11.8810
H 10.6328 13.4440 10.8026
H 9.6947 11.1992 11.1662
H 7.9676 12.1220 13.6273
H 9.5180 11.2888 13.7306
H 8.3206 10.4960 12.9475
H 8.9572 13.1119 9.1715
H 6.9144 13.7516 7.8853
H 4.1571 14.4862 8.8107
H 3.4111 12.8626 9.1131
H 4.3668 13.1574 7.6147
H 4.5095 11.9125 10.8837
H 6.4837 11.4510 12.2253
S 8.8275 4.1595 6.5924
*
```

The orbital gap (spin up / spin down) comes out at 3.443 / 3.442 eV.

The following is a DFT calculation (the ωB97M-V functional and the def2-TZVPD basis) of 4 unconnected molecules or ions with the total composition H8O4 in a non-equilibrium geometry.

```
! RIJCOSX wB97M-V def2-TZVPD def2/J DEFGRID3
* xyz 0 1
H 0.4189 -1.3316 -1.6396
H 1.8296 -1.2418 -2.1094
H -2.9476 -1.2037 1.4028
H -1.5874 -0.9756 0.9660
H -0.6750 2.0507 -1.2519
H 0.3004 1.7337 -0.2594
H 0.5489 0.3392 1.8753
H 1.5459 0.7798 0.8571
O 1.1390 -0.7378 -1.6432
O -2.0046 -1.4556 1.5922
O 0.2083 1.9843 -1.1610
O 1.2236 0.0585 1.3711
*
```

The orbital gap comes out at 11.549 eV. As for the structure (SMILES): O.O.O.O.

The following is a DFT calculation (the ωB97M-V functional and the def2-TZVPD basis) of a molecular structure, C20H25IrN3O7S2 in a non-equilibrium geometry.

```
! RIJCOSX wB97M-V def2-TZVPD def2/J DEFGRID3
* xyz 2 2
Ir -1.3953 -0.0605 -0.5108
C -2.3544 2.6963 0.5211
C -2.4468 1.9409 1.8268
N -1.6674 0.6971 1.7387
C -2.1544 -0.3951 2.5931
C -3.5469 -0.8482 2.2022
S -3.7149 -0.9840 0.3908
C -4.6923 0.4943 -0.0497
C -3.9888 1.4704 -0.9807
N -2.6080 1.8102 -0.6144
H -3.0568 3.5335 0.5265
H -1.3447 3.0853 0.3990
H -2.0690 2.5770 2.6297
H -3.4765 1.6929 2.0670
H -0.6930 0.8814 1.9699
H -1.4563 -1.2240 2.4816
H -2.1584 -0.0904 3.6451
H -3.7113 -1.8500 2.5970
H -4.3468 -0.2174 2.5855
H -5.5653 0.1078 -0.5753
H -5.0389 0.9591 0.8700
H -3.9503 1.0390 -1.9789
H -4.6009 2.3769 -1.0284
H -2.1382 2.1804 -1.4415
O 0.2823 1.5097 -0.4847
C 1.1207 0.6988 0.0018
O 0.6797 -0.3776 0.4922
C 2.5678 1.0016 0.0009
C 3.1543 1.5389 -1.1449
C 4.5135 1.7997 -1.1625
C 5.2870 1.5531 -0.0358
C 4.6769 1.0450 1.0986
C 3.3291 0.7464 1.1340
N 5.4749 0.8379 2.3334
O 6.6554 1.0828 2.2645
O 4.8664 0.4405 3.3066
H 2.5379 1.7407 -2.0116
H 4.9775 2.2002 -2.0528
H 6.3502 1.7469 -0.0327
H 2.8856 0.3391 2.0309
C 2.9705 -3.4116 -0.0734
C 1.8237 -2.8884 -0.8718
C 0.5162 -3.2264 -0.5410
C -0.5575 -2.6069 -1.1715
C -0.2905 -1.6770 -2.1932
C 1.0122 -1.3724 -2.5870
C 2.0555 -1.9983 -1.9431
S -1.6697 -0.8382 -3.0184
O -1.8369 -1.2390 -4.3612
O -2.7829 -1.1261 -2.0722
O -1.2705 0.5673 -2.7586
H 2.6446 -4.1334 0.6709
H 3.4676 -2.5846 0.4391
H 3.7127 -3.8740 -0.7264
H 0.3345 -3.9802 0.2133
H -1.5716 -2.9260 -0.9660
H 1.1853 -0.6674 -3.3901
H 3.0733 -1.7938 -2.2514
*
```

The orbital gap (spin up / spin down) comes out at 6.165 / 5.862 eV.

The following is a DFT calculation (the ωB97M-V functional and the def2-TZVPD basis) of a single C4H8O3 molecule in a non-equilibrium geometry.

```
! RIJCOSX wB97M-V def2-TZVPD def2/J DEFGRID3
* xyz 0 1
O 1.8793 -2.6310 0.5701
O 0.7998 -0.7602 -0.2189
O -0.7240 1.6061 0.2239
C 1.6950 -1.7816 -0.2765
C -0.6680 1.6789 -1.2074
C 0.1935 -0.4944 1.0345
C -1.0549 0.3154 0.7348
H 2.3479 -1.8867 -1.1529
H -1.1189 0.7790 -1.6630
H -1.2189 2.5622 -1.5206
H 0.3835 1.7767 -1.5345
H -0.0390 -1.4362 1.5680
H 0.8834 0.0746 1.7315
H -1.6553 0.4178 1.6373
H -1.7035 -0.2206 0.0738
*
```

The orbital gap comes out at 10.956 eV. As for the structure (SMILES): COCCOC=O.

The following is a DFT calculation (the ωB97M-V functional and the def2-TZVPD basis) of 14 unconnected molecules or ions with the total composition C4H39N3O14 in a non-equilibrium geometry.

```
! RIJCOSX wB97M-V def2-TZVPD def2/J DEFGRID3
* xyz 0 1
C 0.8997 -0.3966 -1.2870
N 1.1384 0.5806 -2.3910
C -0.1120 0.9216 -3.0881
N -0.7454 -0.2633 -3.6256
C 1.6343 0.1705 -0.0847
N 1.3799 -0.5205 1.2361
C 1.7658 -1.8767 1.3329
O 0.8740 -2.8072 0.6256
H 1.2393 -1.3940 -1.5213
H -0.1531 -0.4594 -1.0064
H 1.7566 0.0863 -3.0201
H -0.6117 1.6016 -2.3904
H 0.1139 1.5981 -3.9199
H -1.4661 -0.6529 -3.0360
H -1.0564 -0.0965 -4.5688
H 1.0469 1.0573 0.1897
H 2.6849 0.3700 -0.1600
H 0.4182 -0.2881 1.4979
H 1.6864 -2.1842 2.3811
H 2.7406 -2.2392 1.0055
H -0.0255 -2.4695 0.7008
H -2.6660 -1.7576 0.0788
H -3.9005 -1.3854 0.9151
O -3.0572 -1.0406 0.6028
H -4.4603 3.2245 -0.0624
H -3.9655 2.1560 0.7680
O -3.6089 2.9083 0.2718
H 1.7101 2.5248 3.6496
H 2.4744 1.8077 2.6156
O 2.5547 2.0645 3.5439
H -0.7855 2.8250 2.2312
H 0.0129 3.4723 1.0611
O 0.0439 2.7685 1.7593
H 1.5496 3.0904 -0.9599
H 0.9071 2.2643 -1.9333
O 0.7761 3.1552 -1.5399
H 1.9282 -3.1425 -2.1545
H 1.4223 -3.8943 -0.9904
O 1.5516 -4.0053 -1.9481
H -1.7753 0.0718 2.4399
H -0.3787 0.1419 3.1990
O -0.8805 0.4234 2.4269
H -2.8689 -3.6792 -1.4060
H -1.2573 -3.8283 -1.1693
O -2.0530 -3.3016 -1.0811
H -3.0856 1.5230 -1.1014
H -3.1814 0.0489 -0.7349
O -3.2626 0.6585 -1.4956
H 1.8305 0.3566 4.6693
H 1.2494 -0.3598 3.5200
O 1.1342 -0.2906 4.4801
H -0.5580 4.2587 -0.7333
H -1.4149 3.5655 0.2093
O -1.0518 4.4542 0.0956
H -1.6626 -4.2100 2.1617
H -2.3114 -2.7286 2.1910
O -1.9839 -3.4576 1.6698
H 3.6726 -0.2618 -3.2909
H 4.3730 -1.5273 -2.8459
O 4.4934 -0.5746 -2.9145
*
```

The orbital gap comes out at 8.912 eV.

The following is a DFT calculation (the ωB97M-V functional and the def2-TZVPD basis) of a molecular structure, CH3Cl2OPS in a non-equilibrium geometry.

```
! RIJCOSX wB97M-V def2-TZVPD def2/J DEFGRID3
* xyz 0 1
C 0.1013 -0.7141 -0.8649
O -0.0118 0.1622 1.6487
P -0.5503 0.6142 0.2073
S -2.3570 1.3147 0.1742
Cl -0.8323 -2.2199 -0.3801
Cl 1.6798 2.0382 -0.1213
H 1.0861 -1.1046 -0.4690
H -0.0108 -0.4506 -1.8848
H 0.8948 0.3598 1.6899
*
```

The orbital gap comes out at 8.506 eV.

The following is a DFT calculation (the ωB97M-V functional and the def2-TZVPD basis) of 2 unconnected molecules or ions with the total composition C5H9N2 in a non-equilibrium geometry.

```
! RIJCOSX wB97M-V def2-TZVPD def2/J DEFGRID3
* xyz 1 1
C 0.1708 -1.5392 1.4568
C -1.0401 0.9803 -2.4671
C 0.3762 0.5714 -2.1813
C -1.1010 -0.9106 -0.6737
C 1.1040 0.2004 3.0097
N -0.7063 0.0646 -1.4037
N 0.7379 -1.0284 2.3687
H 0.2989 -2.5375 1.0880
H -1.3481 2.0731 -2.2242
H -1.3651 0.5938 -3.3209
H 0.6867 -0.2266 -2.9363
H 1.0987 1.1661 -1.7336
H -2.1625 -0.9576 -0.4558
H 1.5359 0.1172 3.9991
H 0.0838 0.5595 3.1470
H 1.6304 0.8735 2.3276
*
```

The orbital gap (spin up / spin down) comes out at 7.686 / 7.691 eV.

The following is a DFT calculation (the ωB97M-V functional and the def2-TZVPD basis) of a molecular structure, C18H32AsF6N3O2PtSSi in a non-equilibrium geometry.

```
! RIJCOSX wB97M-V def2-TZVPD def2/J DEFGRID3
* xyz 1 2
Pt 0.2182 0.8485 0.3016
N 1.9872 4.8237 0.4888
C 1.2671 3.7240 0.6476
S 1.9626 2.3471 1.3634
N -0.0352 3.8240 0.2248
N -0.7453 2.7955 0.3833
C -2.0667 2.9494 0.1159
C -3.0332 2.0389 0.4342
C -4.3804 2.3488 0.0668
C -5.3986 1.5485 0.4270
C -5.1631 0.3522 1.2090
C -3.9270 -0.0046 1.5902
C -2.7712 0.7872 1.2196
O -1.6477 0.4364 1.6000
H 2.9171 4.8673 0.8718
H 1.5403 5.6732 0.1755
H -2.3814 3.8928 -0.3199
H -4.5620 3.2355 -0.5259
H -6.4086 1.8024 0.1360
H -6.0073 -0.2649 1.4880
H -3.7438 -0.8969 2.1731
C 1.6296 2.8185 -2.4648
O 1.1393 1.5660 -1.9901
H 1.9376 2.7352 -3.5075
H 2.4961 3.0812 -1.8604
H 0.8734 3.6050 -2.3810
H 0.4153 1.2902 -2.5767
F -1.3500 -0.0419 -1.3305
As -2.3217 0.2840 -2.8505
F -0.7844 0.4192 -3.6762
F -2.2978 -1.4011 -3.1159
F -3.2032 0.6485 -4.2490
F -3.7225 0.1741 -1.8592
F -2.1403 1.9730 -2.4481
C 3.4628 -0.6577 0.6100
Si 1.6405 -0.9763 0.3239
C 1.1637 -1.9179 2.4763
C 2.3031 -2.8477 2.7544
C -0.1785 -2.5486 2.2644
C 1.1518 -0.6664 3.3076
C 1.4871 -2.3094 -1.0764
C 0.0938 -2.9352 -1.1076
C 1.7482 -1.5194 -2.3606
C 2.5691 -3.3692 -0.8638
H 4.0334 -1.5762 0.7363
H 3.6302 -0.0255 1.4844
H 3.8620 -0.1173 -0.2541
H 2.3400 -3.6917 2.0694
H 2.1541 -3.2597 3.7628
H 3.2654 -2.3383 2.7591
H -0.1166 -3.4736 1.6973
H -0.8803 -1.8639 1.7850
H -0.5957 -2.7928 3.2519
H 2.1272 -0.1795 3.3464
H 0.8874 -0.9547 4.3346
H 0.4031 0.0469 2.9704
H -0.6964 -2.1860 -1.0730
H -0.0546 -3.6528 -0.3017
H -0.0341 -3.4745 -2.0527
H 0.9372 -0.8295 -2.5756
H 1.7990 -2.2291 -3.1939
H 2.6912 -0.9672 -2.3383
H 2.4624 -3.8939 0.0854
H 3.5740 -2.9510 -0.9290
H 2.4768 -4.1226 -1.6537
*
```

The orbital gap (spin up / spin down) comes out at 5.235 / 5.169 eV.

The following is a DFT calculation (the ωB97M-V functional and the def2-TZVPD basis) of a single C4H12N2O molecule in a non-equilibrium geometry.

```
! RIJCOSX wB97M-V def2-TZVPD def2/J DEFGRID3
* xyz 0 1
N -0.2798 -0.0850 1.9900
C -0.0795 -0.1034 0.5901
C -0.9673 -1.0811 -0.2380
C -0.9987 -0.4772 -1.6480
O -1.4278 0.8610 -1.7031
C 1.3847 -0.0299 0.1474
N 2.3697 0.8671 0.8703
H 0.2124 0.6970 2.5281
H 0.0867 -1.1175 2.3486
H -0.5466 0.8214 0.2405
H -2.0123 -1.0778 0.2684
H -0.5033 -1.9916 -0.4477
H -1.6167 -1.0691 -2.2321
H -0.1236 -0.5706 -2.2230
H -2.2851 0.9129 -2.0030
H 1.4922 0.0738 -0.9486
H 1.7210 -1.0776 0.3622
H 1.8895 1.7639 0.8800
H 2.4433 0.4218 1.7199
*
```

The orbital gap comes out at 9.926 eV. As for the structure (SMILES): NC[C@H](N)CCO.

The following is a DFT calculation (the ωB97M-V functional and the def2-TZVPD basis) of a molecular structure, C21H25GeN3O4RhS.

```
! RIJCOSX wB97M-V def2-TZVPD def2/J DEFGRID3
* xyz 1 1
Rh -0.9771 -0.2556 0.1587
O -0.9080 3.9373 4.1288
C -0.1260 4.2597 3.1140
O 0.4886 5.2879 3.0493
C -0.0407 3.2839 1.9794
C 0.7368 3.4772 0.8585
N 0.5759 2.4082 0.0582
N -0.2780 1.5367 0.6081
C -0.6523 2.0415 1.7752
C -1.5260 1.1344 2.5793
O -1.9757 1.4848 3.6504
O -1.7103 -0.0141 2.0050
H -1.3492 3.0601 4.0250
H 1.3810 4.3031 0.6064
H 0.9956 2.2139 -0.8344
N -0.7114 -0.4583 -1.8418
S -0.5188 0.8009 -2.8182
C 0.8178 0.4111 -3.9208
C 2.0128 1.0987 -3.7571
C 3.0987 0.7659 -4.5539
C 2.9768 -0.2441 -5.4964
C 1.7725 -0.9207 -5.6567
C 0.6796 -0.5929 -4.8724
C -1.8917 0.8274 -3.9580
C -2.9453 -0.0531 -3.7932
C -4.0109 0.0151 -4.6836
C -4.0093 0.9554 -5.7012
C -2.9461 1.8407 -5.8422
C -1.8764 1.7848 -4.9658
H -0.5076 -1.3423 -2.2948
H 2.0936 1.8991 -3.0313
H 4.0329 1.2991 -4.4424
H 3.8228 -0.5011 -6.1192
H 1.6819 -1.6989 -6.4023
H -0.2689 -1.0978 -5.0104
H -2.9400 -0.7682 -2.9819
H -4.8427 -0.6672 -4.5731
H -4.8433 1.0051 -6.3881
H -2.9517 2.5778 -6.6336
H -1.0421 2.4683 -5.0707
C -0.3051 -2.7541 2.8599
Ge 0.1151 -2.8864 0.9729
C -1.5296 -3.0609 -0.0993
C 1.4497 -4.2628 0.6699
C 0.8231 -1.1730 0.2717
H -0.5597 -3.7427 3.2431
H -1.1363 -2.0777 3.0414
H 0.5681 -2.3949 3.4055
H -2.0802 -3.9446 0.2229
H -1.3102 -3.1599 -1.1620
H -2.2325 -2.2186 0.0382
H 1.1167 -5.2161 1.0791
H 2.3638 -3.9663 1.1834
H 1.6668 -4.3943 -0.3896
H 1.2668 -1.2778 -0.7167
H 1.5123 -0.6464 0.9319
*
```

The orbital gap comes out at 8.796 eV.